Arrangement 1

This record from the Open Molecules 2025 dataset describes the ion C4H11NO2 with charge +1. The level of theory is ωB97M-V/def2-TZVPD.

Element x y z (Å)
C  0.808  0.313  -1.066
O  1.086  -0.119  -2.366
C  -0.363  -0.371  -0.347
C  -0.646  0.183  1.110
C  -1.283  1.545  1.200
O  0.538  0.062  1.865
N  -0.233  -1.785  -0.349
H  0.964  1.377  -0.890
H  1.708  -0.060  -0.534
H  0.372  0.096  -2.994
H  -1.265  -0.052  -0.913
H  -1.386  -0.498  1.539
H  -0.773  2.418  0.787
H  -1.482  1.799  2.246
H  -2.295  1.560  0.777
H  1.093  0.811  1.580
H  -0.474  -2.131  0.593
H  0.756  -2.079  -0.339

Results
LUMO level (spin up / spin down) = -3.06 / -9.12 eV
2S+1 = 2
charge = +1
expectation value of S² = 0.755



Arrangement 2

This record from the Open Molecules 2025 dataset describes a cluster of 2 separate species, C4H11NO2 in total. The level of theory is ωB97M-V/def2-TZVPD.

Element x y z (Å)
C  -0.002  1.847  0.741
C  -0.863  1.072  1.709
N  1.268  1.220  0.521
H  -0.519  2.060  -0.206
H  0.114  2.874  1.102
H  -0.316  0.808  2.614
H  -1.342  0.182  1.298
H  0.845  0.208  -0.946
H  2.073  1.855  0.543
H  1.487  0.461  1.174
H  -1.688  1.676  2.092
C  -0.591  -2.316  -1.933
C  0.381  -1.739  -0.952
O  0.518  -2.182  0.153
O  1.109  -0.627  -1.322
H  -0.140  -2.398  -2.925
H  -1.467  -1.680  -2.027
H  -0.867  -3.320  -1.637

Results
LUMO level (spin up / spin down) = -3.51 / -9.34 eV
2S+1 = 2
charge = +1
expectation value of S² = 0.756



Most stable to least stable: arrangement 2, arrangement 1



Arrangement 1

This record from the Open Molecules 2025 dataset describes a structure of composition C42H39BaGeN6O8. The level of theory is ωB97M-V/def2-TZVPD.

Element x y z (Å)
Ba  -0.471  -1.067  -0.715
C  2.488  0.577  2.549
C  3.217  1.200  1.354
C  2.475  1.051  0.018
N  2.146  -0.344  -0.188
C  2.971  -1.156  -0.809
C  4.029  -0.720  -1.655
C  5.068  -1.379  -2.281
C  5.473  -2.704  -2.219
C  4.817  -3.693  -1.499
C  3.628  -3.650  -0.804
C  2.661  -2.618  -0.604
N  1.481  -2.863  -0.103
C  1.052  -4.226  0.078
C  -0.435  -4.307  0.427
C  -0.837  -3.744  1.792
N  -1.083  -2.299  1.829
C  -0.520  -1.598  2.722
C  0.510  -2.082  3.673
C  0.311  -2.172  4.994
C  -0.873  -1.728  5.691
C  -1.677  -0.717  5.305
C  -1.479  0.142  4.161
C  -0.887  -0.168  2.998
N  -0.592  0.921  2.093
C  0.292  1.987  2.597
C  1.540  1.493  3.319
H  3.225  0.210  3.269
H  1.959  -0.306  2.182
H  4.179  0.694  1.235
H  3.437  2.259  1.539
H  3.081  1.524  -0.760
H  1.539  1.620  0.044
H  3.998  0.340  -1.873
H  5.683  -0.735  -2.905
H  6.369  -2.984  -2.759
H  5.300  -4.666  -1.495
H  3.350  -4.590  -0.346
H  1.610  -4.724  0.891
H  1.220  -4.829  -0.824
H  -0.663  -5.377  0.440
H  -1.058  -3.912  -0.383
H  -0.116  -4.075  2.546
H  -1.803  -4.183  2.057
H  1.448  -2.407  3.233
H  1.090  -2.627  5.597
H  -1.076  -2.191  6.650
H  -2.482  -0.432  5.973
H  -1.838  1.162  4.269
H  -0.273  2.628  3.282
H  0.576  2.592  1.735
H  1.236  0.994  4.243
H  2.080  2.396  3.627
O  -3.211  0.931  -3.333
C  -2.242  0.172  -3.299
O  -1.139  0.421  -2.697
C  -2.366  -1.145  -4.082
C  -3.151  -1.073  -5.204
C  -3.316  -2.169  -6.055
C  -2.723  -3.379  -5.769
C  -1.972  -3.491  -4.620
C  -1.715  -2.391  -3.725
O  -0.981  -2.538  -2.709
N  -1.449  -4.828  -4.335
O  -1.213  -5.142  -3.185
O  -1.303  -5.591  -5.282
N  -4.136  -2.049  -7.244
O  -4.267  -3.031  -7.961
O  -4.646  -0.967  -7.487
H  -3.650  -0.139  -5.422
H  -2.861  -4.233  -6.413
Ge  -1.687  2.955  0.103
C  -2.589  4.142  1.371
C  -3.972  4.284  1.253
C  -4.691  5.066  2.147
C  -4.038  5.721  3.179
C  -2.663  5.592  3.313
C  -1.949  4.809  2.418
C  -0.037  3.655  -0.653
C  0.810  4.568  -0.024
C  1.996  4.966  -0.625
C  2.345  4.459  -1.869
C  1.504  3.563  -2.512
C  0.318  3.162  -1.911
H  -2.648  2.533  -1.005
H  -4.495  3.776  0.451
H  -5.764  5.163  2.035
H  -4.597  6.331  3.878
H  -2.144  6.102  4.116
H  -0.877  4.723  2.547
H  0.553  4.984  0.943
H  2.646  5.672  -0.122
H  3.274  4.764  -2.335
H  1.771  3.161  -3.481
H  -0.319  2.434  -2.409
O  -2.289  0.341  0.726
C  -1.489  1.196  1.094

Results
LUMO level = 1.69 eV
charge = -1



Arrangement 2

This record from the Open Molecules 2025 dataset describes a structure of composition C42H39BaGeN6O8. The level of theory is ωB97M-V/def2-TZVPD.

Element x y z (Å)
Ba  -0.663  0.110  -0.281
C  -2.622  0.098  -4.192
C  -1.494  -0.907  -3.926
C  -1.922  -2.000  -2.928
N  -0.967  -2.182  -1.841
C  -0.101  -3.115  -1.902
C  0.125  -3.934  -3.106
C  0.326  -5.259  -3.171
C  0.444  -6.178  -2.073
C  0.811  -5.854  -0.819
C  1.159  -4.555  -0.310
C  0.815  -3.335  -0.761
N  1.337  -2.195  -0.048
C  2.764  -1.961  -0.325
C  3.175  -0.540  0.011
C  3.134  0.475  -1.117
N  1.810  0.736  -1.664
C  1.789  1.575  -2.671
C  2.930  2.316  -3.114
C  3.228  2.920  -4.320
C  2.519  2.943  -5.512
C  1.224  2.461  -5.656
C  0.333  2.016  -4.703
C  0.449  1.869  -3.282
N  -0.561  1.843  -2.458
C  -1.885  2.252  -2.923
C  -2.888  1.102  -3.063
H  -3.541  -0.466  -4.381
H  -2.421  0.653  -5.112
H  -0.615  -0.391  -3.538
H  -1.181  -1.367  -4.866
H  -2.127  -2.943  -3.445
H  -2.862  -1.698  -2.458
H  0.081  -3.381  -4.038
H  0.397  -5.695  -4.163
H  0.304  -7.228  -2.303
H  0.935  -6.667  -0.112
H  1.749  -4.560  0.601
H  2.910  -2.147  -1.392
H  3.375  -2.683  0.224
H  4.197  -0.562  0.398
H  2.553  -0.195  0.835
H  3.817  0.157  -1.920
H  3.567  1.397  -0.704
H  3.722  2.396  -2.382
H  4.201  3.402  -4.347
H  3.004  3.364  -6.384
H  0.824  2.481  -6.666
H  -0.645  1.775  -5.093
H  -1.849  2.807  -3.867
H  -2.288  2.936  -2.170
H  -3.871  1.551  -3.233
H  -2.997  0.597  -2.098
O  -1.762  3.302  4.375
C  -1.963  2.761  3.311
O  -0.949  2.417  2.497
C  -3.323  2.455  2.805
C  -4.369  2.905  3.582
C  -5.685  2.678  3.206
C  -5.986  1.978  2.048
C  -4.953  1.501  1.285
C  -3.559  1.726  1.584
O  -2.647  1.349  0.819
N  -5.315  0.743  0.092
O  -6.354  1.043  -0.476
O  -4.591  -0.168  -0.267
N  -6.768  3.174  4.032
O  -7.913  2.943  3.678
O  -6.485  3.801  5.038
H  -4.149  3.443  4.493
H  -7.010  1.807  1.754
Ge  1.507  -1.463  3.206
C  3.317  -2.315  2.853
C  3.268  -3.700  2.656
C  4.407  -4.456  2.416
C  5.653  -3.841  2.392
C  5.735  -2.475  2.627
C  4.583  -1.729  2.853
C  2.011  0.527  3.351
C  3.054  1.296  2.815
C  3.304  2.599  3.230
C  2.526  3.183  4.218
C  1.498  2.447  4.790
C  1.253  1.147  4.354
H  -0.134  2.598  3.002
H  2.304  -4.201  2.709
H  4.328  -5.526  2.259
H  6.548  -4.421  2.207
H  6.703  -1.986  2.630
H  4.685  -0.664  3.032
H  3.709  0.882  2.062
H  4.117  3.159  2.782
H  2.720  4.198  4.541
H  0.866  2.884  5.553
H  0.437  0.592  4.806
O  -0.467  -2.190  1.251
C  0.737  -1.917  1.206

Results
LUMO level = 1.66 eV
charge = -1



Most stable to least stable: arrangement 1, arrangement 2



Arrangement 1

This record from the Open Molecules 2025 dataset describes a cluster of 2 separate species, C4H13NOS in total. The level of theory is ωB97M-V/def2-TZVPD.

Element x y z (Å)
C  -1.309  0.434  -2.034
C  -0.393  0.031  -0.862
N  -1.099  -0.937  -0.051
C  0.032  1.250  -0.031
C  0.439  0.950  1.409
S  2.193  0.299  1.447
H  -2.184  0.947  -1.630
H  -0.856  1.085  -2.784
H  -1.630  -0.505  -2.484
H  0.563  -0.331  -1.265
H  -0.930  -1.903  -0.196
H  -1.992  -0.614  0.270
H  -0.816  1.955  -0.015
H  0.851  1.821  -0.469
H  -0.235  0.261  1.906
H  0.460  1.871  1.992
H  2.587  1.192  2.318
O  1.438  -2.796  0.471
H  1.355  -3.166  1.351
H  1.524  -1.846  0.658

Results
LUMO level = 0.75 eV
SMILES = C[C@H](N)CCS.O



Arrangement 2

This record from the Open Molecules 2025 dataset describes a cluster of 4 separate species, C4H13NOS in total. The level of theory is ωB97M-V/def2-TZVPD.

Element x y z (Å)
C  -1.042  1.496  0.454
N  -0.015  2.523  0.385
C  0.486  -0.802  -1.239
C  1.238  0.146  -1.848
S  -2.187  -1.412  0.821
C  1.300  -1.671  -0.293
H  -1.805  1.751  -0.283
H  -0.538  0.614  0.036
H  -1.479  1.103  1.383
H  -0.379  3.379  0.762
H  -0.573  -1.109  -1.321
H  1.357  0.393  -2.899
H  1.989  0.611  -1.157
H  -3.092  -2.389  0.672
H  1.399  -2.717  -0.583
H  2.315  -1.281  -0.248
H  0.917  -1.616  0.737
H  3.045  1.304  1.094
H  0.875  2.230  0.776
O  2.540  0.980  0.360

Results
LUMO level = -4.72 eV



Most stable to least stable: arrangement 1, arrangement 2



Arrangement 1

This record from the Open Molecules 2025 dataset describes a cluster of 2 separate species, C4H13NOS in total. The level of theory is ωB97M-V/def2-TZVPD.

Element x y z (Å)
C  0.639  -1.672  1.700
N  -0.257  -0.612  1.144
C  0.311  0.665  0.699
C  1.453  0.423  -0.236
C  -0.764  1.403  0.036
S  -0.459  3.218  0.038
H  0.558  -1.631  2.800
H  1.634  -1.465  1.527
H  0.342  -2.553  1.217
H  -0.825  -1.065  0.422
H  0.431  1.175  1.681
H  1.903  1.462  -0.525
H  1.078  -0.083  -1.044
H  2.311  -0.037  0.279
H  -1.640  1.031  0.579
H  -1.055  0.987  -1.010
H  -0.781  3.639  -1.216
O  -1.360  -1.774  -2.422
H  -1.364  -1.884  -3.359
H  -2.153  -1.224  -2.309

Results
LUMO level = 0.51 eV
SMILES = CN[C@@H](C)CS.O



Arrangement 2

This record from the Open Molecules 2025 dataset describes a cluster of 2 separate species, C4H13NOS in total. The level of theory is ωB97M-V/def2-TZVPD.

Element x y z (Å)
C  -0.206  0.163  -2.304
C  0.759  -0.750  -1.540
N  1.708  0.077  -0.843
C  0.123  -1.809  -0.637
C  -0.679  -1.279  0.574
S  -2.339  -0.667  0.134
H  -0.452  1.032  -1.723
H  -1.165  -0.293  -2.498
H  0.238  0.375  -3.268
H  1.330  -1.286  -2.298
H  1.369  0.837  -0.279
H  2.485  -0.377  -0.401
H  -0.484  -2.631  -1.012
H  0.939  -2.328  -0.118
H  -0.857  -2.066  1.282
H  -0.086  -0.512  1.059
H  -2.385  0.587  0.592
O  0.040  3.580  4.766
H  0.557  3.718  3.961
H  -0.896  3.630  4.552

Results
LUMO level = 0.37 eV
SMILES = C[C@@H](N)CCS.O



Arrangement 3

This record from the Open Molecules 2025 dataset describes a cluster of 2 separate species, C4H13NOS in total. The level of theory is ωB97M-V/def2-TZVPD.

Element x y z (Å)
C  -1.133  1.923  1.411
C  -0.295  1.034  0.453
N  -1.004  0.560  -0.722
C  0.091  -0.259  1.334
C  0.921  -1.270  0.571
S  2.465  -0.664  -0.150
H  -1.581  1.161  2.110
H  -0.354  2.585  1.930
H  -1.954  2.583  0.867
H  0.575  1.563  0.087
H  -0.797  -0.327  -1.038
H  -1.498  1.085  -1.366
H  -0.924  -0.679  1.612
H  0.683  0.001  2.284
H  0.397  -1.749  -0.325
H  1.382  -2.062  1.228
H  1.984  0.129  -1.124
O  0.506  -1.530  -3.046
H  0.951  -2.343  -2.982
H  -0.415  -1.741  -3.133

Results
LUMO level = 0.64 eV
SMILES = C[C@H](N)CCS.O



Most stable to least stable: arrangement 2, arrangement 3, arrangement 1



Arrangement 1

This record from the Open Molecules 2025 dataset describes a structure of composition C2H2N2O. The level of theory is ωB97M-V/def2-TZVPD.

Element x y z (Å)
C  -0.421  0.350  -0.470
C  -0.542  0.574  0.844
N  -0.117  -0.032  -1.598
N  1.423  -1.402  -0.199
O  1.301  -1.058  -1.268
H  -0.242  1.560  1.312
H  -1.401  0.008  1.379

Results
LUMO level (spin up / spin down) = -0.58 / -0.73 eV



Arrangement 2

This record from the Open Molecules 2025 dataset describes a cluster of 2 separate species, C2H2N2O in total. The level of theory is ωB97M-V/def2-TZVPD.

Element x y z (Å)
C  -0.305  -1.262  1.521
N  -0.710  -0.268  1.096
O  -1.151  0.780  0.662
H  0.046  -2.170  1.932
C  0.685  0.993  -1.731
N  1.537  0.657  -2.431
H  -0.102  1.268  -1.049

Results
LUMO level = 0.68 eV
SMILES = C#[N+][O-].C#N



Arrangement 3

This record from the Open Molecules 2025 dataset describes a structure of composition C2H2N2O. The level of theory is ωB97M-V/def2-TZVPD.

Element x y z (Å)
O  1.366  1.224  -0.042
C  1.134  0.042  0.007
N  0.233  -0.859  0.039
C  -1.402  0.035  -0.013
N  -1.196  1.194  -0.057
H  1.915  -0.812  0.052
H  -2.050  -0.823  0.014

Results
LUMO level (spin up / spin down) = -2.17 / -2.17 eV



Most stable to least stable: arrangement 2, arrangement 3, arrangement 1